Entry 1:
The following is a quantum chemistry calculation of C34H18F20GeN4OS2W as an isolated structure in a non-equilibrium geometry, from the OMol25 dataset.

Multiplicity: 4
Total charge: +1
LUMO (spin up / spin down): -4.1509 / -4.5751 eV
HOMO level (spin up / spin down): -9.72 / -11.50 eV
HOMO-LUMO gap (spin up / spin down): 5.6 / 6.9 eV

Each line ends with the Mulliken spin population.
CARTESIAN COORDINATES (ANGSTROEM)
W  -1.113  -0.639  -1.148  1.553
F  -7.998  1.768  -1.150  0.000
C  -6.753  1.404  -0.787  -0.003
C  -6.553  0.039  -0.541  0.004
F  -7.617  -0.797  -0.450  0.000
C  -5.265  -0.418  -0.212  -0.019
F  -5.084  -1.717  0.106  -0.003
C  -4.229  0.454  -0.164  0.048
S  -2.591  0.064  0.512  0.010
C  -4.510  1.791  -0.446  0.015
F  -3.528  2.710  -0.002  -0.001
C  -5.746  2.352  -0.718  0.001
F  -6.046  3.660  -0.352  0.001
O  -0.194  -5.097  -0.592  0.505
N  -0.620  -4.160  -1.277  0.211
C  -1.610  -3.399  -0.613  0.043
C  -2.299  -2.447  -1.373  0.106
C  -1.668  -1.983  -2.638  -0.016
C  -0.533  -2.743  -3.236  0.182
C  -0.009  -3.842  -2.540  -0.095
H  -1.929  -3.751  0.369  0.000
H  -3.343  -2.415  -1.103  0.013
H  -2.321  -1.428  -3.269  -0.001
H  -0.355  -2.576  -4.306  0.011
H  0.643  -4.650  -2.959  0.007
C  -1.550  0.870  -5.487  0.002
N  -1.357  1.595  -4.213  0.008
C  -2.598  2.069  -3.624  0.014
C  -0.278  1.553  -3.376  0.011
N  -0.404  1.024  -2.069  0.065
N  0.932  1.837  -3.893  0.018
C  1.135  2.588  -5.147  -0.002
C  2.123  0.964  -3.668  -0.001
H  -2.429  0.340  -5.306  0.000
H  -0.657  0.316  -5.812  0.000
H  -1.738  1.606  -6.315  0.000
H  -3.086  2.699  -4.359  0.000
H  -2.322  2.672  -2.752  0.000
H  -3.287  1.225  -3.311  -0.003
H  0.246  1.554  -1.478  -0.001
H  0.564  3.477  -5.210  0.001
H  1.080  1.983  -6.131  0.001
H  2.163  2.904  -5.230  0.000
H  2.330  0.393  -4.606  0.000
H  1.867  0.322  -2.815  0.006
H  2.967  1.656  -3.446  0.000
F  3.579  0.135  -0.234  0.003
C  4.361  0.031  0.927  0.009
C  3.770  -0.228  2.141  0.004
C  4.558  -0.333  3.261  -0.005
F  4.016  -0.279  4.546  -0.001
C  5.949  -0.540  3.206  0.002
F  6.732  -0.817  4.271  0.000
C  6.536  -0.308  1.941  0.000
F  7.877  -0.261  1.892  0.000
C  5.771  0.128  0.854  0.000
F  6.360  0.686  -0.186  0.000
Ge  1.738  -0.479  2.284  0.114
S  0.599  -1.214  0.245  0.132
C  1.186  1.343  2.875  0.028
C  0.737  2.288  1.996  0.003
F  1.231  2.236  0.695  0.001
C  0.041  3.416  2.346  0.002
F  -0.284  4.371  1.405  0.000
C  -0.098  3.637  3.758  0.001
F  -0.747  4.774  4.055  0.000
C  0.307  2.771  4.755  0.003
F  -0.030  2.939  6.035  0.000
C  1.091  1.722  4.212  -0.003
F  1.798  1.001  5.063  0.000
C  1.557  -1.964  3.640  0.015
C  0.671  -1.879  4.692  -0.006
F  -0.448  -1.139  4.641  0.000
C  0.762  -2.752  5.791  0.000
F  -0.154  -2.670  6.762  0.000
C  1.916  -3.544  6.008  0.002
F  2.143  -4.184  7.194  0.000
C  2.651  -3.810  4.827  0.001
F  3.492  -4.836  4.833  0.000
C  2.512  -2.962  3.691  0.003
F  3.390  -3.106  2.717  -0.001

Entry 2:
The following is a quantum chemistry calculation of C34H20BF16GeIrN6O8S as an isolated structure in a non-equilibrium geometry, from the OMol25 dataset.

LUMO: -2.7123 eV
HOMO level: -8.75 eV
ΔE to the lowest compared entry with this formula, charge and spin: 0.6384 eV
HOMO-LUMO gap: 6.0 eV

Each line ends with the Löwdin charge.
CARTESIAN COORDINATES (ANGSTROEM)
Ir  -1.225  0.580  0.003  1.173
N  -1.613  0.931  -3.535  0.132
C  -2.643  1.999  -3.416  -0.138
C  -3.562  1.799  -2.205  -0.205
N  -2.928  1.939  -0.879  -0.032
H  -1.322  0.766  -4.498  0.153
H  -1.926  0.062  -3.077  0.099
H  -0.737  1.205  -2.989  -0.016
H  -3.261  1.985  -4.312  0.132
H  -2.127  2.958  -3.357  0.132
H  -3.987  0.795  -2.259  0.121
H  -4.384  2.512  -2.309  0.134
H  -3.625  1.702  -0.139  0.007
H  -2.651  2.905  -0.728  0.104
F  3.432  -2.701  -1.313  0.105
C  3.623  -1.924  -0.237  -0.236
C  3.077  -0.652  -0.228  -0.144
C  3.354  0.155  0.857  -0.229
F  2.919  1.421  0.854  0.081
C  4.098  -0.297  1.933  -0.126
F  4.316  0.493  2.982  0.135
C  4.616  -1.582  1.906  -0.118
F  5.340  -2.025  2.922  0.152
C  4.392  -2.399  0.807  -0.128
F  4.921  -3.618  0.760  0.137
Ge  1.876  -0.066  -1.680  0.793
S  0.579  1.670  -1.358  0.356
C  0.881  -1.709  -2.282  -0.133
C  0.513  -1.971  -3.589  -0.222
F  0.700  -1.026  -4.532  0.072
C  -0.080  -3.161  -3.976  -0.137
F  -0.432  -3.347  -5.249  0.126
C  -0.312  -4.145  -3.030  -0.132
F  -0.853  -5.296  -3.385  0.158
C  0.018  -3.908  -1.703  -0.150
F  -0.216  -4.835  -0.787  0.147
C  0.588  -2.697  -1.351  -0.257
F  0.865  -2.477  -0.067  0.111
C  3.044  0.529  -3.212  -0.112
C  2.524  1.236  -4.287  -0.238
F  1.196  1.458  -4.356  0.022
C  3.312  1.752  -5.297  -0.138
F  2.760  2.426  -6.307  0.127
C  4.687  1.585  -5.244  -0.129
F  5.459  2.093  -6.191  0.149
C  5.246  0.890  -4.185  -0.136
F  6.563  0.726  -4.116  0.139
C  4.424  0.384  -3.190  -0.207
F  5.011  -0.243  -2.168  0.109
F  -1.466  -3.879  2.929  0.096
C  -2.089  -2.916  3.616  -0.181
C  -2.981  -2.128  3.008  0.045
N  -3.646  -1.126  3.678  -0.002
C  -4.483  -0.213  2.938  -0.019
C  -3.745  0.629  1.838  -0.546
O  -4.457  1.238  1.037  0.022
O  -2.465  0.612  1.833  -0.125
C  -3.327  -0.815  4.997  -0.461
O  -3.813  0.137  5.573  0.082
N  -2.487  -1.712  5.606  0.224
C  -1.791  -2.785  5.040  -0.392
O  -1.093  -3.508  5.704  0.117
H  -3.218  -2.262  1.960  0.146
H  -4.937  0.483  3.640  0.133
H  -5.256  -0.775  2.413  0.140
H  -2.237  -1.490  6.559  0.172
O  0.291  -0.267  3.543  0.129
C  0.355  0.403  2.541  -0.599
O  0.351  0.002  1.307  -0.213
C  0.551  1.909  2.719  -0.117
C  -0.124  2.810  1.914  -0.062
C  0.103  4.172  2.019  -0.042
C  1.009  4.643  2.951  0.010
C  1.667  3.734  3.766  -0.121
C  1.440  2.370  3.675  0.074
N  2.623  4.240  4.753  -0.349
O  3.089  3.452  5.549  0.095
O  2.897  5.426  4.706  0.076
H  -0.863  2.444  1.191  0.038
H  -0.425  4.866  1.379  0.111
H  1.198  5.698  3.073  0.121
H  1.952  1.690  4.340  0.136
B  -3.465  -3.097  -1.314  -0.385
C  -2.636  -1.827  -1.213  -0.155
N  -2.007  -0.840  -1.262  -0.036
H  -4.545  -2.899  -0.828  0.024
H  -2.875  -3.940  -0.693  0.036
H  -3.547  -3.349  -2.488  0.036

Entry 3:
The following is a quantum chemistry calculation of C34H23AsClN2OSbSe4Y as an isolated structure in a non-equilibrium geometry, from the OMol25 dataset.

Total charge: -1
LUMO: 1.0083 eV
HOMO level: -3.41 eV
ΔE to the lowest compared entry with this formula, charge and spin: 2.2392 eV
HOMO-LUMO gap: 4.4 eV

Each line ends with the Löwdin charge.
CARTESIAN COORDINATES (ANGSTROEM)
Y  0.486  0.302  0.139  0.857
Cl  1.958  6.632  -1.963  0.637
C  1.886  5.183  -0.998  -0.688
C  3.055  4.457  -0.751  -0.119
C  3.006  3.318  0.007  -0.006
C  1.794  2.805  0.553  -0.418
O  1.821  1.709  1.253  -0.208
C  0.622  3.558  0.259  -0.160
C  -0.692  3.185  0.783  -0.058
N  -1.076  1.970  0.780  0.008
C  -2.254  1.594  1.485  -0.193
C  -3.425  2.297  1.497  -0.023
C  -4.531  1.812  2.225  -0.076
C  -4.449  0.632  2.908  -0.030
C  -3.252  -0.120  2.904  -0.144
C  -3.116  -1.379  3.541  0.009
C  -1.931  -2.040  3.463  -0.026
C  -0.858  -1.448  2.761  -0.153
N  -0.942  -0.288  2.152  0.011
C  -2.138  0.372  2.203  -0.161
C  0.696  4.755  -0.478  -0.089
H  3.996  4.796  -1.165  0.108
H  3.909  2.756  0.207  0.125
H  -1.332  3.961  1.211  0.142
H  -3.521  3.205  0.914  0.111
H  -5.455  2.374  2.217  0.102
H  -5.306  0.245  3.446  0.114
H  -3.967  -1.811  4.054  0.121
H  -1.792  -3.031  3.873  0.091
H  0.080  -1.981  2.652  0.035
H  -0.209  5.324  -0.654  0.115
Se  -1.123  -6.587  -2.140  -0.397
Sb  -0.052  -5.601  -0.209  -0.007
Se  -0.463  -2.151  -0.617  -0.098
Se  1.584  -2.162  0.482  -0.096
Se  -1.542  -5.561  1.666  -0.394
C  5.505  2.155  -4.987  -0.097
C  5.396  0.775  -4.908  -0.087
C  4.355  0.196  -4.192  -0.096
C  3.421  1.001  -3.552  -0.363
C  3.536  2.385  -3.627  -0.115
C  4.572  2.961  -4.348  -0.088
As  1.982  0.213  -2.508  1.302
C  1.579  -1.457  -3.367  -0.384
C  2.202  -2.672  -3.134  -0.135
C  1.628  -3.830  -3.638  -0.079
C  0.445  -3.766  -4.362  -0.078
C  -0.170  -2.547  -4.600  -0.021
C  0.386  -1.380  -4.093  -0.232
C  -0.250  -0.050  -4.124  -0.192
C  -1.447  0.276  -4.753  -0.016
C  -1.958  1.562  -4.649  -0.082
C  -1.292  2.537  -3.917  -0.093
C  -0.096  2.224  -3.280  -0.108
C  0.423  0.943  -3.400  -0.330
H  6.315  2.604  -5.549  0.098
H  6.118  0.142  -5.409  0.102
H  4.261  -0.882  -4.149  0.095
H  2.814  3.023  -3.132  0.079
H  4.647  4.039  -4.411  0.101
H  3.081  -2.729  -2.504  0.096
H  2.062  -4.796  -3.414  0.107
H  -0.028  -4.686  -4.677  0.083
H  -1.117  -2.520  -5.126  0.107
H  -1.989  -0.475  -5.314  0.108
H  -2.893  1.805  -5.139  0.100
H  -1.703  3.536  -3.839  0.097
H  0.419  2.982  -2.698  0.082